{"formula": "C24H22N14O2SeW", "method": "wB97M-V/def2-TZVPD", "elements": ["W", "N", "N", "C", "N", "N", "N", "O", "O", "H", "H", "H", "H", "H", "Se", "N", "C", "C", "C", "C", "C", "N", "C", "C", "N", "C", "C", "C", "C", "C", "N", "H", "H", "H", "H", "H", "H", "C", "C", "N", "C", "C", "N", "C", "N", "N", "N", "C", "C", "C", "C", "C", "C", "H", "H", "H", "H", "H", "H", "H", "H", "H", "H", "H"], "positions_angstrom": [[-0.5446, 1.1257, -0.6518], [1.8854, 0.9070, 0.0485], [2.6546, 2.0637, -0.2183], [2.0454, 3.1028, -0.7872], [2.6425, 4.2192, -1.0987], [0.7199, 2.8193, -0.9942], [-0.1421, 3.6037, -1.6889], [-1.2119, 2.9011, -1.8042], [0.0321, 4.6848, -2.1006], [1.9427, 0.7081, 1.0496], [2.3313, 0.1029, -0.4196], [3.6427, 2.0687, 0.0164], [3.6337, 4.3572, -0.9300], [2.1434, 4.9834, -1.5414], [-7.6237, 3.3465, 1.1658], [-6.9643, 2.4318, -0.1946], [-5.6812, 2.2907, 0.0380], [-4.7768, 1.5752, -0.8534], [-5.1662, 0.9700, -2.0598], [-4.2289, 0.3032, -2.8289], [-2.9149, 0.2417, -2.3993], [-2.5287, 0.8055, -1.2386], [-3.4485, 1.4816, -0.4841], [-2.9461, 2.1096, 0.7088], [-1.5965, 2.0150, 0.9185], [-1.0629, 2.5343, 2.0423], [-1.8468, 3.1811, 2.9787], [-3.2059, 3.3212, 2.7520], [-3.7775, 2.7789, 1.5909], [-5.1901, 2.8737, 1.2494], [-6.0736, 3.4880, 2.0009], [-6.2024, 1.0405, -2.3732], [-4.5033, -0.1661, -3.7642], [-2.1589, -0.2660, -2.9850], [0.0054, 2.4306, 2.1820], [-1.3834, 3.5800, 3.8711], [-3.8431, 3.8424, 3.4586], [0.5833, -1.4366, -2.0038], [0.1565, -1.7000, -0.6013], [-0.4574, -0.7646, 0.1493], [-0.7637, -1.3491, 1.3908], [-0.2920, -2.6084, 1.3632], [0.2960, -2.7932, 0.1146], [1.2120, -3.8744, -0.2779], [2.5267, -3.3472, 0.0471], [2.7446, -1.9953, -0.0404], [3.9673, -1.7442, 0.2595], [4.6033, -2.9311, 0.5385], [5.9363, -3.1759, 0.9026], [6.2767, -4.4768, 1.1335], [5.3309, -5.5288, 1.0091], [4.0248, -5.3105, 0.6466], [3.6880, -3.9771, 0.4076], [0.4723, -0.3608, -2.2279], [-0.0260, -1.9730, -2.7336], [1.6315, -1.6785, -2.1603], [-1.2793, -0.8251, 2.1766], [-0.2884, -3.3791, 2.1187], [1.0676, -4.0967, -1.3348], [1.0110, -4.7697, 0.3048], [6.6591, -2.3750, 0.9674], [7.2915, -4.7179, 1.4177], [5.6535, -6.5433, 1.2030], [3.3173, -6.1252, 0.5739]], "atomic_forces_ev_per_a": [[0.300, 0.152, 0.483], [-0.308, 0.070, -0.179], [0.123, 0.031, 0.136], [-0.083, -0.072, -0.029], [-0.045, 0.023, -0.040], [-0.207, 0.116, -0.157], [-0.177, -0.468, 0.052], [0.308, 0.176, 0.025], [0.087, 0.201, -0.063], [0.047, -0.116, -0.026], [-0.032, -0.161, 0.238], [-0.006, -0.084, 0.003], [0.006, -0.005, -0.013], [0.017, -0.017, 0.028], [-0.208, 0.064, 0.042], [0.089, 0.064, 0.127], [0.118, -0.106, -0.140], [-0.326, -0.007, 0.013], [-0.084, 0.002, 0.000], [-0.068, -0.004, -0.035], [-0.021, 0.043, 0.236], [0.018, 0.146, -0.102], [0.293, -0.136, -0.081], [0.314, -0.081, -0.043], [0.126, -0.182, -0.127], [-0.080, -0.035, -0.189], [-0.047, 0.052, 0.073], [-0.070, 0.031, 0.024], [-0.219, 0.131, 0.169], [0.198, -0.018, 0.080], [-0.010, -0.091, -0.170], [0.022, -0.013, -0.001], [-0.010, 0.004, 0.010], [0.030, -0.001, -0.006], [0.026, -0.005, -0.022], [-0.018, 0.004, 0.001], [0.021, -0.010, -0.008], [-0.128, -0.257, 0.122], [-0.158, 0.419, 0.108], [-0.347, 0.250, -0.107], [0.175, 0.115, -0.218], [0.320, -0.027, 0.032], [-0.471, -0.911, -0.195], [0.301, 0.494, 0.450], [0.044, 0.176, -0.162], [0.146, -0.267, 0.106], [-0.102, -0.294, -0.032], [0.176, 0.374, -0.042], [0.027, 0.128, -0.064], [0.033, -0.213, 0.021], [0.083, -0.007, 0.036], [0.013, -0.056, 0.054], [-0.269, 0.090, -0.027], [0.019, 0.231, -0.236], [-0.043, 0.023, 0.009], [0.056, 0.024, -0.050], [-0.038, 0.022, -0.033], [-0.032, -0.008, -0.064], [0.107, 0.017, -0.046], [-0.037, -0.006, 0.035], [-0.030, 0.017, 0.068], [-0.008, -0.052, -0.019], [0.023, 0.018, 0.022], [0.014, -0.001, -0.075]], "orbital_gap_ev": [4.6, 4.2], "s_squared": 2.015, "total_energy_ev": -117330.7615, "total_charge": 4, "largest_force_ha_per_bohr": 0.0203, "spin_multiplicity": 3}